DFT (ωB97M-V with the def2-TZVPD basis set) results for the molecule C5H6O at a distorted geometry.

Each line ends with the Mulliken charge.
CARTESIAN COORDINATES (ANGSTROEM)
C (0.735, 0.286, 1.245)  -0.309
C (0.398, 0.685, -1.175)  0.009
C (-0.782, -0.045, -1.151)  -0.308
C (-1.154, -0.789, -0.100)  -0.072
C (-0.427, -0.913, 1.063)  -0.597
H (0.351, 1.088, 1.803)  0.289
H (1.660, -0.102, 1.698)  0.259
H (0.906, 1.152, -2.144)  0.285
H (-1.397, -0.076, -2.190)  0.161
H (-2.069, -1.307, -0.287)  0.347
H (-0.637, -1.154, 2.086)  0.332
O (1.071, 0.631, -0.031)  -0.395

Computed properties:
HOMO level = -0.281 Eh
Multiplicity = 1
Gap between HOMO and LUMO = 8.337 eV
E = -7326.128 eV
Structure (SMILES) = C1=CCOC=C1
LUMO energy = 0.0252 Eh

DFT (ωB97M-V with the def2-TZVPD basis set) results for a cluster of 2 separate species, C5H6O2 in total at a distorted geometry.

Each line ends with the Mulliken charge.
CARTESIAN COORDINATES (ANGSTROEM)
C (1.202, -1.249, 0.348)  -0.988
C (0.164, -0.510, 1.201)  -0.490
O (0.890, 1.889, -1.134)  -0.391
C (-0.110, 2.081, -1.700)  0.768
O (-1.091, 2.304, -2.292)  -0.394
C (-2.012, 0.181, -0.190)  -0.199
C (-1.034, -0.128, 0.441)  -0.133
H (1.601, -0.584, -0.423)  0.259
H (2.033, -1.591, 0.974)  0.315
H (0.757, -2.119, -0.144)  0.307
H (0.612, 0.395, 1.626)  0.241
H (-2.872, 0.468, -0.756)  0.387
H (-0.139, -1.136, 2.049)  0.318

Computed properties:
HOMO level = -0.372 Eh
Multiplicity = 1
Gap between HOMO and LUMO = 10.851 eV
E = -9376.240 eV
Structure (SMILES) = C#CCC.O=C=O
LUMO energy = 0.0265 Eh

DFT (ωB97M-V with the def2-TZVPD basis set) results for a structure of composition C5H6O2.

Each line ends with the Mulliken charge.
CARTESIAN COORDINATES (ANGSTROEM)
C (0.498, 1.747, 0.880)  -1.152
O (0.293, -1.929, 1.114)  -0.462
C (-0.067, -1.957, -0.035)  -0.023
C (-0.919, -0.870, -0.667)  0.079
O (-1.249, 0.074, 0.373)  -0.402
C (-0.131, 0.772, -0.031)  0.695
C (0.129, 0.103, -1.164)  -0.688
H (1.573, 1.555, 0.945)  0.297
H (0.070, 1.631, 1.878)  0.310
H (0.319, -2.715, -0.744)  0.334
H (-1.776, -1.199, -1.263)  0.347
H (0.335, 2.762, 0.521)  0.310
H (0.936, 0.046, -1.877)  0.356

Computed properties:
HOMO level = -0.329 Eh
Multiplicity = 1
Gap between HOMO and LUMO = 9.935 eV
E = -9374.621 eV
LUMO energy = 0.0365 Eh

DFT (ωB97M-V with the def2-TZVPD basis set) results for a structure of composition C5H6O2 at a distorted geometry.

Each line ends with the Mulliken charge.
CARTESIAN COORDINATES (ANGSTROEM)
C (0.404, 0.810, 0.330)  0.463
C (-1.181, 1.047, 0.547)  -0.430
C (-1.649, -0.148, -0.480)  -0.519
C (-0.721, -1.404, -0.013)  -0.577
C (0.703, -0.734, 0.065)  0.314
H (-1.442, 2.286, 0.372)  0.294
H (-1.455, 0.469, 1.713)  0.210
H (-1.571, 0.084, -1.760)  0.265
H (-2.773, -0.898, -0.640)  0.264
H (-0.925, -1.626, 1.100)  0.252
H (-0.675, -2.319, -0.588)  0.378
O (1.153, 1.702, -0.451)  -0.489
O (1.786, -1.130, 0.089)  -0.427

Computed properties:
HOMO level = -0.344 Eh
Multiplicity = 1
Gap between HOMO and LUMO = 8.437 eV
E = -9371.290 eV
LUMO energy = -0.0342 Eh

DFT (ωB97M-V with the def2-TZVPD basis set) results for a structure of composition C5H6O2.

Each line ends with the Mulliken charge.
CARTESIAN COORDINATES (ANGSTROEM)
C (0.662, 0.625, 1.079)  -0.561
O (0.608, -0.804, 1.034)  -0.400
C (0.288, -1.181, -0.272)  -0.121
C (-1.038, -0.527, -0.783)  -0.121
O (-1.528, 0.389, 0.189)  -0.448
C (-0.275, 1.105, -0.024)  0.166
C (-0.009, 0.375, -1.385)  -0.736
H (1.694, 0.982, 0.929)  0.287
H (0.299, 0.939, 2.063)  0.334
H (0.397, -2.252, -0.460)  0.471
H (-1.782, -1.150, -1.286)  0.455
H (-0.393, 2.194, -0.088)  0.412
H (1.075, -0.695, -0.996)  0.263

Computed properties:
HOMO level = -0.317 Eh
Multiplicity = 1
Gap between HOMO and LUMO = 9.493 eV
E = -9371.522 eV
LUMO energy = 0.0323 Eh

DFT (ωB97M-V with the def2-TZVPD basis set) results for a structure of composition C5H6O2 at a distorted geometry.

Each line ends with the Mulliken charge.
CARTESIAN COORDINATES (ANGSTROEM)
C (-0.810, 0.191, 0.937)  -0.620
C (-0.287, -1.168, 0.483)  -0.241
O (-0.809, 0.414, -1.396)  -0.515
C (-0.479, 1.111, -0.255)  0.089
C (0.851, 0.785, -0.738)  -0.296
O (1.664, -0.008, 0.031)  -0.340
C (0.961, -1.224, 0.043)  -0.343
H (-1.899, 0.189, 1.056)  0.303
H (-0.349, 0.499, 1.883)  0.295
H (-0.928, -2.029, 0.384)  0.325
H (-0.716, 2.169, -0.200)  0.426
H (1.330, 1.034, -1.666)  0.517
H (1.471, -1.964, -0.562)  0.400

Computed properties:
HOMO level = -0.348 Eh
Multiplicity = 1
Gap between HOMO and LUMO = 10.107 eV
E = -9373.044 eV
LUMO energy = 0.0237 Eh

DFT (ωB97M-V with the def2-TZVPD basis set) results for a structure of composition C5H6O2.

Each line ends with the Mulliken charge.
CARTESIAN COORDINATES (ANGSTROEM)
O (1.900, -0.998, 0.729)  -0.587
C (0.579, -0.587, 0.641)  -0.200
C (0.334, 0.925, 0.294)  0.026
O (0.712, 0.581, -1.075)  -0.477
C (-0.051, -0.633, -0.792)  0.032
C (-1.450, -0.099, -0.530)  -0.647
C (-1.185, 0.977, 0.218)  -0.647
H (2.349, -0.604, -0.035)  0.365
H (0.024, -1.025, 1.472)  0.400
H (0.903, 1.748, 0.727)  0.464
H (0.125, -1.447, -1.494)  0.457
H (-2.392, -0.528, -0.849)  0.407
H (-1.848, 1.691, 0.692)  0.407

Computed properties:
HOMO level = -0.357 Eh
Multiplicity = 1
Gap between HOMO and LUMO = 10.785 eV
E = -9374.442 eV
LUMO energy = 0.0390 Eh

DFT (ωB97M-V with the def2-TZVPD basis set) results for a structure of composition C5H6O2.

Each line ends with the Mulliken charge.
CARTESIAN COORDINATES (ANGSTROEM)
C (-1.325, -1.253, -0.029)  -1.011
C (-0.524, -0.248, 0.743)  0.547
O (1.132, -0.770, 0.191)  -0.404
C (1.868, 0.062, -0.397)  0.494
O (2.971, 0.069, -0.879)  -0.508
C (-0.670, 1.104, 0.436)  -0.450
C (0.069, 1.922, -0.169)  -0.483
H (-1.297, -1.014, -1.095)  0.309
H (-2.359, -1.203, 0.319)  0.341
H (-0.937, -2.262, 0.126)  0.332
H (-0.344, -0.488, 1.789)  0.250
H (1.218, 1.168, -0.472)  0.158
H (0.198, 2.913, -0.565)  0.424

Computed properties:
HOMO level (alpha / beta) = -0.336 / -0.336 Eh
Multiplicity = 1
Gap between HOMO and LUMO (alpha / beta) = 8.996 / 8.996 eV
E = -9373.006 eV
LUMO energy (alpha / beta) = -0.0050 / -0.0050 Eh

DFT (ωB97M-V with the def2-TZVPD basis set) results for the molecule C5H6O2 at a distorted geometry.

Each line ends with the Mulliken charge.
CARTESIAN COORDINATES (ANGSTROEM)
O (-1.904, 0.706, 2.600)  -0.517
C (-1.744, 1.263, 1.310)  -0.677
C (-0.678, 0.622, 0.545)  0.648
C (0.222, 0.020, 0.014)  0.273
C (1.260, -0.605, -0.698)  -1.267
C (1.104, -1.510, -1.690)  0.058
O (2.051, -1.448, -2.641)  -0.480
H (-1.033, 0.705, 3.018)  0.315
H (-1.552, 2.345, 1.358)  0.284
H (-2.697, 1.122, 0.793)  0.283
H (2.295, -0.409, -0.414)  0.321
H (2.342, -0.542, -2.385)  0.389
H (0.335, -2.270, -1.810)  0.369

Computed properties:
HOMO level = -0.308 Eh
Multiplicity = 1
Gap between HOMO and LUMO = 9.056 eV
E = -9373.637 eV
Structure (SMILES) = O/C=C/C#CCO
LUMO energy = 0.0246 Eh

DFT (ωB97M-V with the def2-TZVPD basis set) results for the molecule C5H6O2 at a distorted geometry.

Each line ends with the Mulliken charge.
CARTESIAN COORDINATES (ANGSTROEM)
O (-2.248, -0.227, -0.277)  -0.527
C (-1.210, -0.703, 0.509)  -0.479
C (0.217, -0.111, -0.311)  0.224
C (0.045, 1.175, 0.427)  0.095
O (-0.897, 1.936, 0.321)  -0.571
C (1.663, -0.490, -0.493)  -0.904
C (2.824, -0.587, -0.842)  0.033
H (-2.226, 0.751, -0.211)  0.390
H (-1.406, -0.394, 1.563)  0.309
H (-1.171, -1.780, 0.468)  0.357
H (-0.219, -0.198, -1.308)  0.320
H (0.755, 1.286, 1.266)  0.364
H (3.871, -0.659, -1.113)  0.389

Computed properties:
HOMO level = -0.354 Eh
Multiplicity = 1
Gap between HOMO and LUMO = 10.523 eV
E = -9373.399 eV
Structure (SMILES) = C#C[C@H](C=O)CO
LUMO energy = 0.0322 Eh

DFT (ωB97M-V with the def2-TZVPD basis set) results for the molecule C5H6O2.

Each line ends with the Mulliken charge.
CARTESIAN COORDINATES (ANGSTROEM)
C (0.203, 0.848, 1.880)  -1.313
C (0.362, 0.397, 0.440)  -0.197
O (-0.941, 0.203, -0.100)  -0.264
C (-1.114, -0.469, -1.250)  0.576
O (-2.200, -0.566, -1.754)  -0.532
C (0.102, -1.099, -1.865)  0.072
C (1.352, -1.185, -1.490)  -0.523
H (-0.365, 0.105, 2.447)  0.323
H (1.187, 0.980, 2.343)  0.383
H (-0.342, 1.796, 1.922)  0.326
H (0.935, -0.549, 0.401)  0.354
H (-0.076, -1.606, -2.817)  0.401
H (0.897, 1.145, -0.157)  0.393

Computed properties:
HOMO level = -0.399 Eh
Multiplicity = 1
Gap between HOMO and LUMO = 10.003 eV
E = -9373.345 eV
LUMO energy = -0.0309 Eh

DFT (ωB97M-V with the def2-TZVPD basis set) results for the molecule C5H6O2.

Each line ends with the Mulliken charge.
CARTESIAN COORDINATES (ANGSTROEM)
C (-0.969, 0.871, 1.151)  -1.321
C (-0.162, -0.131, 0.340)  0.360
O (-0.647, -0.070, -1.018)  -0.289
C (-0.556, -1.188, -1.757)  0.126
O (-0.385, -2.303, -1.363)  -0.473
C (1.270, 0.208, 0.306)  -0.735
C (2.429, 0.517, 0.232)  0.185
H (-0.909, 1.856, 0.682)  0.328
H (-0.568, 0.942, 2.165)  0.375
H (-2.017, 0.562, 1.196)  0.342
H (-0.295, -1.150, 0.716)  0.310
H (-0.651, -0.907, -2.813)  0.365
H (3.459, 0.792, 0.163)  0.426

Computed properties:
HOMO level = -0.385 Eh
Multiplicity = 1
Gap between HOMO and LUMO = 11.454 eV
E = -9375.200 eV
Structure (SMILES) = C#C[C@@H](C)OC=O
LUMO energy = 0.0358 Eh

DFT (ωB97M-V with the def2-TZVPD basis set) results for the molecule C5H6O2.

Each line ends with the Mulliken charge.
CARTESIAN COORDINATES (ANGSTROEM)
O (-1.684, -0.647, 0.834)  -0.508
C (-1.038, -0.742, -0.422)  -0.645
C (-0.699, 0.614, -1.000)  -0.118
C (0.359, 1.394, -0.799)  -0.177
O (1.491, 1.186, -0.023)  -0.455
C (1.618, 0.131, 0.736)  0.057
C (1.831, -0.796, 1.473)  -0.197
H (-1.025, -0.323, 1.463)  0.369
H (-0.150, -1.380, -0.365)  0.343
H (-1.752, -1.234, -1.086)  0.297
H (-1.450, 1.069, -1.641)  0.280
H (0.460, 2.369, -1.260)  0.379
H (2.040, -1.641, 2.090)  0.376

Computed properties:
HOMO level = -0.345 Eh
Multiplicity = 1
Gap between HOMO and LUMO = 10.192 eV
E = -9373.408 eV
Structure (SMILES) = C#CO/C=C\CO
LUMO energy = 0.0297 Eh

DFT (ωB97M-V with the def2-TZVPD basis set) results for the molecule C5H6O2 at a distorted geometry.

Each line ends with the Mulliken charge.
CARTESIAN COORDINATES (ANGSTROEM)
C (1.379, 0.661, 0.821)  -1.217
C (0.219, 0.145, 0.006)  0.733
C (-0.648, -1.028, 0.421)  -0.472
C (-0.645, -1.081, -1.113)  -0.530
C (-1.354, 0.237, -1.402)  0.639
O (-2.263, 0.529, -2.134)  -0.519
O (-0.657, 1.138, -0.561)  -0.377
H (0.975, 1.162, 1.712)  0.335
H (1.979, 1.375, 0.246)  0.324
H (2.016, -0.171, 1.146)  0.357
H (-1.565, -0.721, 0.931)  0.254
H (-0.124, -1.851, 0.920)  0.284
H (0.688, -0.394, -0.992)  0.187

Computed properties:
HOMO level = -0.342 Eh
Multiplicity = 1
Gap between HOMO and LUMO = 9.394 eV
E = -9372.935 eV
LUMO energy = 0.0030 Eh

DFT (ωB97M-V with the def2-TZVPD basis set) results for a structure of composition C5H6O2.

Each line ends with the Mulliken charge.
CARTESIAN COORDINATES (ANGSTROEM)
O (-2.605, -1.387, -0.028)  -0.466
C (-1.397, -1.400, -0.002)  -0.128
C (-0.647, -0.274, 0.680)  0.194
O (0.677, -0.587, 1.150)  -0.439
C (1.194, 0.580, 0.503)  -0.017
C (1.065, 0.480, -0.975)  -0.668
C (-0.124, 0.900, -0.144)  -0.342
H (-0.822, -2.223, -0.473)  0.346
H (-1.315, 0.070, 1.476)  0.333
H (1.915, 1.192, 1.038)  0.381
H (1.515, 1.299, -1.532)  0.254
H (1.112, -0.489, -1.466)  0.192
H (-0.637, 1.847, -0.255)  0.362

Computed properties:
HOMO level = -0.362 Eh
Multiplicity = 1
Gap between HOMO and LUMO = 10.649 eV
E = -9374.402 eV
LUMO energy = 0.0295 Eh

DFT (ωB97M-V with the def2-TZVPD basis set) results for the molecule C5H6O2.

Each line ends with the Mulliken charge.
CARTESIAN COORDINATES (ANGSTROEM)
O (-1.966, -0.329, 0.709)  -0.530
C (-1.093, -0.762, -0.321)  -0.383
C (-0.499, 0.406, -1.082)  -0.186
C (0.217, 1.394, -0.567)  -0.231
O (0.797, 1.324, 0.706)  -0.431
C (1.496, 0.228, 0.889)  -0.003
C (2.136, -0.773, 1.068)  -0.234
H (-1.431, 0.020, 1.433)  0.340
H (-0.331, -1.444, 0.073)  0.205
H (-1.719, -1.327, -1.014)  0.320
H (-0.772, 0.519, -2.123)  0.302
H (0.404, 2.353, -1.038)  0.408
H (2.762, -1.610, 1.266)  0.422

Computed properties:
HOMO level = -0.351 Eh
Multiplicity = 1
Gap between HOMO and LUMO = 10.421 eV
E = -9373.225 eV
Structure (SMILES) = C#CO/C=C\CO
LUMO energy = 0.0316 Eh

DFT (ωB97M-V with the def2-TZVPD basis set) results for the molecule C5H6O2.

Each line ends with the Mulliken charge.
CARTESIAN COORDINATES (ANGSTROEM)
O (1.436, -0.625, 1.050)  -0.493
C (1.185, -0.531, -0.338)  -0.703
C (-0.132, -1.155, -0.755)  -0.060
C (-1.377, -0.740, -0.551)  -0.195
O (-1.837, 0.409, 0.082)  -0.458
C (-1.012, 1.331, 0.497)  0.072
C (-0.329, 2.227, 0.920)  -0.198
H (0.878, 0.037, 1.482)  0.344
H (1.244, 0.508, -0.682)  0.344
H (1.995, -1.081, -0.825)  0.317
H (-0.080, -2.117, -1.260)  0.281
H (-2.245, -1.306, -0.865)  0.386
H (0.274, 3.044, 1.245)  0.365

Computed properties:
HOMO level = -0.345 Eh
Multiplicity = 1
Gap between HOMO and LUMO = 10.207 eV
E = -9373.417 eV
Structure (SMILES) = C#CO/C=C\CO
LUMO energy = 0.0304 Eh

DFT (ωB97M-V with the def2-TZVPD basis set) results for the molecule C5H6O2.

Each line ends with the Mulliken charge.
CARTESIAN COORDINATES (ANGSTROEM)
O (-2.247, -0.452, 0.085)  -0.505
C (-0.907, -0.811, 0.260)  -0.738
C (0.084, 0.182, -0.417)  0.517
C (-0.043, 1.572, 0.185)  -0.182
O (-1.015, 2.255, -0.047)  -0.472
C (1.437, -0.375, -0.372)  -0.933
C (2.515, -0.916, -0.324)  0.263
H (-2.384, 0.430, 0.456)  0.348
H (-0.636, -0.938, 1.320)  0.333
H (-0.773, -1.779, -0.232)  0.356
H (-0.268, 0.303, -1.448)  0.209
H (0.771, 1.933, 0.849)  0.371
H (3.466, -1.403, -0.315)  0.434

Computed properties:
HOMO level = -0.370 Eh
Multiplicity = 1
Gap between HOMO and LUMO = 10.630 eV
E = -9374.623 eV
Structure (SMILES) = C#C[C@H](C=O)CO
LUMO energy = 0.0211 Eh